ORCA calculation (wB97M-V/def2-TZVPD) on 6 unconnected molecules or ions with the total composition C10H19Cl2N5O8.

Last columns: bonded neighbours and bond lengths (Å).
Element x y z (Å)
1 H -17.7478 -27.9941 1.9018  C29 1.090
2 O -13.2948 -27.4251 -1.6395  N26 1.193
3 H -20.2921 -23.3158 1.6578  C44 1.080
4 H -15.7082 -28.8489 -3.0434  C7 1.090
5 C -20.9459 -20.9138 -1.7782  H22 1.090, H31 1.090, H34 1.090, N41 1.506
6 H -14.5179 -27.6964 -3.6521  C7 1.090
7 C -15.1963 -27.9114 -2.8265  H4 1.090, H6 1.090, H19 1.090, N26 1.530
8 H -16.5542 -19.9423 -1.3803  C15 1.090
9 H -24.1058 -23.9719 0.0030  C18 1.080
10 O -16.3171 -18.1796 1.2831  N39 1.267
11 O -14.6982 -28.6972 -0.6536  N26 1.201
12 N -18.1263 -28.1769 -0.2851  O25 1.272, C29 1.514, O42 1.208
13 H -22.6756 -22.6259 1.1972  C32 1.080
14 H -23.2143 -25.9232 -1.3137  C23 1.080
15 C -16.8500 -19.0707 -0.7964  H8 1.090, H20 1.090, H36 1.090, N39 1.494
16 Cl -18.7209 -23.5910 -3.7425  C17 1.786
17 C -18.2953 -24.0592 -2.0718  Cl16 1.786, Cl21 1.782, H33 1.090, H37 1.090
18 C -23.0898 -24.3006 0.1640  H9 1.080, C23 1.436, C32 1.367
19 H -15.8529 -27.0496 -2.7067  C7 1.090
20 H -17.9269 -18.9837 -0.6521  C15 1.090
21 Cl -17.6521 -22.6499 -1.1902  C17 1.782
22 H -21.5401 -20.0536 -2.0865  C5 1.090
23 C -22.6164 -25.4567 -0.5448  H14 1.080, C18 1.436, C27 1.426
24 O -21.6816 -20.6461 0.4869  N41 1.223
25 O -17.8484 -27.7204 -1.4396  N12 1.272
26 N -14.3105 -28.0487 -1.5865  O2 1.193, C7 1.530, O11 1.201
27 C -21.2569 -25.8351 -0.3400  C23 1.426, H35 1.080, N38 1.383
28 H -17.6474 -26.5031 0.8864  C29 1.090
29 C -17.4631 -27.5763 0.9362  H1 1.090, N12 1.514, H28 1.090, H40 1.090
30 O -19.6514 -20.9955 0.2515  N41 1.240
31 H -20.0194 -21.0280 -2.3409  C5 1.090
32 C -22.1915 -23.5226 0.8393  H13 1.080, C18 1.367, C44 1.386
33 H -17.5339 -24.8388 -2.0981  C17 1.090
34 H -21.5044 -21.7974 -2.0874  C5 1.090
35 H -20.6440 -26.5932 -0.8049  C27 1.080
36 H -16.4861 -18.1360 -1.2230  C15 1.090
37 H -19.1406 -24.4246 -1.4887  C17 1.090
38 N -20.3826 -25.0757 0.4155  C27 1.383, C44 1.372
39 N -16.2484 -19.2204 0.5633  O10 1.267, C15 1.494, O43 1.224
40 H -16.3741 -27.6152 0.9615  C29 1.090
41 N -20.7663 -20.8998 -0.2832  C5 1.506, O24 1.223, O30 1.240
42 O -18.8587 -29.1117 -0.0637  N12 1.208
43 O -15.7542 -20.2871 0.9025  N39 1.224
44 C -20.8937 -23.9662 1.0401  H3 1.080, C32 1.386, N38 1.372

Properties
LUMO (alpha / beta) ... -0.19449 / -0.34657 Ha
Multiplicity ... 2
⟨S²⟩ ... 0.77
HOMO-LUMO gap (alpha / beta) ... 7.58 / 3.45 eV
Total charge ... +1
Electronic energy ... -59530.9548 eV

ORCA calculation (wB97M-V/def2-TZVPD) on a single C2H2ClP molecule.

Last columns: bonded neighbours and bond lengths (Å).
Element x y z (Å)
1 H 1.7495 0.8961 -0.2457  C3 1.149
2 C -0.3475 0.3036 0.0593  C3 1.375, P5 2.171, Cl6 1.782
3 C 1.0026 0.0534 -0.0185  H1 1.149, C2 1.375, H4 1.143
4 H 1.4923 -0.9568 0.1990  C3 1.143
5 P -2.4575 0.8082 -0.0073  C2 2.171, Cl6 2.167
6 Cl -1.4394 -1.1045 0.0132  C2 1.782, P5 2.167

Properties
LUMO ... -0.01260 Ha
Multiplicity ... 1
Energy above the lowest of the compared OMol25 structures with the same formula, charge and spin ... 374.1 kJ/mol
HOMO-LUMO gap ... 7.30 eV
Electronic energy ... -23912.4510 eV

ORCA calculation (wB97M-V/def2-TZVPD) on a single C6H8N2O2 molecule.

Last columns: bonded neighbours and bond lengths (Å).
Element x y z (Å)
1 C -0.8565 0.8768 -0.0487  H5 1.125, C6 1.498, H13 1.001, C14 1.552
2 H -0.9074 -1.3517 1.8859  C18 1.048
3 H -1.2542 -0.9059 -1.2131  C6 1.161
4 H -2.3892 -0.9341 1.1618  C18 1.079
5 H -0.6423 1.4604 0.8890  C1 1.125
6 C -0.8035 -0.6147 -0.1834  C1 1.498, H3 1.161, C17 1.460, C18 1.539
7 H -0.1329 2.6905 -1.0056  C14 1.124
8 O 2.2706 -2.6303 -0.1506  N10 1.204
9 C 1.3877 1.4793 -0.2300  N12 1.146, C14 1.438
10 N 1.3412 -1.8781 -0.2914  O8 1.204, C17 1.163
11 H -1.6828 -2.4258 0.7971  C18 1.072
12 N 2.3925 1.2222 0.2581  C9 1.146, O16 1.164
13 H -1.7581 1.1886 -0.3532  C1 1.001
14 C 0.1597 1.6054 -0.9676  C1 1.552, H7 1.124, C9 1.438, H15 1.110
15 H 0.2472 1.4035 -2.0558  C14 1.110
16 O 3.4511 1.1917 0.7403  N12 1.164
17 C 0.6103 -0.9774 -0.2136  C6 1.460, N10 1.163
18 C -1.4333 -1.4001 0.9808  H2 1.048, H4 1.079, C6 1.539, H11 1.072

Properties
LUMO ... 0.01677 Ha
Multiplicity ... 1
Energy above the lowest of the compared OMol25 structures with the same formula, charge and spin ... 698.2 kJ/mol
HOMO-LUMO gap ... 9.36 eV
Electronic energy ... -13420.1365 eV
SMILES string ... C[C@H](C#[N+][O-])CCC#[N+][O-]

ORCA calculation (wB97M-V/def2-TZVPD) on 2 unconnected molecules or ions with the total composition C7H11N3.

Last columns: bonded neighbours and bond lengths (Å).
Element x y z (Å)
1 N -1.0643 0.9932 0.7232  C5 1.424, H6 1.030, C7 1.291
2 H 2.2378 1.8039 -1.1413  C11 1.162
3 C 0.7313 -1.1687 1.5271  H8 1.103, H12 1.010, H16 1.065
4 C -1.2355 -1.0506 -0.8958  C5 1.531, C13 1.439, H14 1.071, H19 1.127
5 C -0.4592 -0.0378 -0.0505  N1 1.424, C4 1.531, N18 1.438
6 H -2.0332 0.8717 1.0518  N1 1.030
7 C -0.4875 2.1083 1.0247  N1 1.291, H9 1.071, N17 1.383
8 H 0.6086 -2.0298 0.8485  C3 1.103
9 H -1.0174 2.9025 1.5101  C7 1.071
10 H 1.2943 -0.0951 -2.7173  C15 1.027
11 C 1.2224 1.5768 -0.6247  H2 1.162, N17 1.366, N18 1.291
12 H 0.1487 -1.2444 2.3482  C3 1.010
13 C -0.3423 -1.2687 -2.0030  C4 1.439, C15 1.336, H20 1.102
14 H -2.2745 -0.8083 -0.9877  C4 1.071
15 C 0.6612 -0.3883 -1.9636  H10 1.027, C13 1.336, N18 1.397
16 H 1.6151 -0.5754 1.5047  C3 1.065
17 N 0.7226 2.3364 0.3941  C7 1.383, C11 1.366, H21 1.069
18 N 0.6347 0.4494 -0.8461  C5 1.438, C11 1.291, C15 1.397
19 H -1.2447 -2.0075 -0.3001  C4 1.127
20 H -0.8231 -1.8143 -2.8316  C13 1.102
21 H 1.1564 3.3123 0.4333  N17 1.069

Properties
LUMO ... -0.35474 Ha
Multiplicity ... 1
Energy above the lowest of the compared OMol25 structures with the same formula, charge and spin ... 392.9 kJ/mol
HOMO-LUMO gap ... 7.17 eV
Total charge ... +2
Electronic energy ... -11886.3721 eV

ORCA calculation (wB97M-V/def2-TZVPD) on a single C6H9N molecule.

Last columns: bonded neighbours and bond lengths (Å).
Element x y z (Å)
1 H 0.9866 0.7081 -1.8814  C2 1.092
2 C 0.7778 0.4158 -0.8498  H1 1.092, C3 1.476, H9 1.105, C16 1.485
3 C -0.5041 -0.3158 -0.8325  C2 1.476, C8 1.205
4 H 1.5735 2.3631 1.7011  N7 1.015
5 C -2.8064 -1.6570 -0.9718  C8 1.463, H11 1.094, H14 1.094, H15 1.094
6 H 0.8062 2.6364 -0.4017  C16 1.078
7 N 1.2436 1.5092 1.2636  H4 1.015, C12 1.331, C16 1.327
8 C -1.5454 -0.9198 -0.8885  C3 1.205, C5 1.463
9 H 1.5699 -0.2930 -0.5477  C2 1.105
10 H 1.8002 0.4906 2.9803  C12 1.068
11 H -2.8799 -2.3943 -0.1667  C5 1.094
12 C 1.3332 0.4198 2.0226  N7 1.331, H10 1.068, H13 1.073
13 H 0.8273 -0.4788 1.7267  C12 1.073
14 H -3.6641 -0.9816 -0.8938  C5 1.094
15 H -2.8727 -2.1847 -1.9282  C5 1.094
16 C 0.9216 1.6366 -0.0170  C2 1.485, H6 1.078, N7 1.327

Properties
LUMO ... 0.03607 Ha
Multiplicity ... 1
Energy above the lowest of the compared OMol25 structures with the same formula, charge and spin ... 384.2 kJ/mol
HOMO-LUMO gap ... 7.70 eV
Electronic energy ... -7854.1772 eV

ORCA calculation (wB97M-V/def2-TZVPD) on a single H10O3Si4 molecule.

Last columns: bonded neighbours and bond lengths (Å).
Element x y z (Å)
1 H 0.8274 3.9178 1.5471  Si5 1.549
2 Si 1.7838 -1.2893 -0.9917  H4 1.528, H7 1.564, H9 1.393, O14 1.597
3 Si 0.0434 -0.1019 1.2833  O8 1.660, O10 1.749, O14 1.589, H15 1.446
4 H 2.6378 -0.2494 -1.7149  Si2 1.528
5 Si 0.3316 2.8731 0.5165  H1 1.549, O8 1.622, H11 1.489, H16 1.442
6 H -1.3785 -1.3226 -1.8247  Si17 1.458
7 H 0.5218 -1.5467 -1.8790  Si2 1.564
8 O 0.3785 1.5194 1.4080  Si3 1.660, Si5 1.622
9 H 2.5328 -2.3797 -0.5548  Si2 1.393
10 O -1.4048 -0.3185 0.3277  Si3 1.749, Si17 1.635
11 H 1.1709 2.7375 -0.7064  Si5 1.489
12 H -1.8910 -2.8675 -0.0384  Si17 1.476
13 H -3.4045 -1.0885 -0.1575  Si17 1.436
14 O 1.1988 -0.7054 0.3748  Si2 1.597, Si3 1.589
15 H -0.1597 -0.6990 2.5844  Si3 1.446
16 H -1.0971 3.0238 0.3910  Si5 1.442
17 Si -2.0911 -1.5031 -0.5655  H6 1.458, O10 1.635, H12 1.476, H13 1.436

Properties
LUMO ... 0.02741 Ha
Multiplicity ... 1
Energy above the lowest of the compared OMol25 structures with the same formula, charge and spin ... 0.0 kJ/mol
HOMO-LUMO gap ... 11.23 eV
Electronic energy ... -37819.9024 eV
SMILES string ... [SiH3]O[SiH](O[SiH3])O[SiH3]

ORCA calculation (wB97M-V/def2-TZVPD) on a single C6H10 molecule.

Last columns: bonded neighbours and bond lengths (Å).
Element x y z (Å)
1 H 0.8295 -0.1455 -2.1519  C11 1.089
2 H -0.8444 -0.7244 -1.8966  C11 1.082
3 C 1.4595 0.8212 0.1209  C4 1.320, H7 1.093, C15 1.475
4 C 2.2738 0.4660 1.0969  C3 1.320, H6 1.084, H14 1.081
5 C -2.0276 -0.8158 0.4836  H10 1.094, H12 1.091, H13 1.086, C16 1.501
6 H 2.0421 -0.3062 1.8219  C4 1.084
7 H 1.7717 1.6017 -0.5774  C3 1.093
8 H -0.4649 1.0100 -2.0768  C11 1.101
9 H -0.4421 0.0558 1.7956  C16 1.084
10 H -1.8817 -1.8091 0.0485  C5 1.094
11 C -0.1236 0.0486 -1.6630  H1 1.089, H2 1.082, H8 1.101, C15 1.515
12 H -2.6404 -0.2236 -0.1974  C5 1.091
13 H -2.6296 -0.9721 1.3741  C5 1.086
14 H 3.2350 0.9396 1.2360  C4 1.081
15 C 0.1456 0.2237 -0.1823  C3 1.475, C11 1.515, C16 1.333
16 C -0.7027 -0.1699 0.7679  C5 1.501, H9 1.084, C15 1.333

Properties
LUMO ... 0.04118 Ha
Multiplicity ... 1
Energy above the lowest of the compared OMol25 structures with the same formula, charge and spin ... 83.5 kJ/mol
HOMO-LUMO gap ... 9.73 eV
Electronic energy ... -6382.9936 eV
SMILES string ... C=C/C(C)=C/C

ORCA calculation (wB97M-V/def2-TZVPD) on a gas-phase ion, C5H10NS (charge +1).

Last columns: bonded neighbours and bond lengths (Å).
Element x y z (Å)
1 N -0.3215 -0.4060 0.4054  C2 1.479, H10 1.009, C14 1.547, C15 1.449
2 C 0.6701 0.6452 0.7203  N1 1.479, S9 1.829, C13 1.277
3 H 1.2890 -1.7619 0.6647  C15 1.109
4 H -1.0950 1.6980 -2.1331  C16 1.120
5 H 0.6078 -1.6216 -1.0348  C15 1.105
6 H 1.9752 1.6046 2.0046  C13 1.137
7 H -0.2218 -2.5445 0.3837  C15 1.152
8 H -1.9062 0.9651 -0.3034  C14 1.083
9 S 0.8982 1.7103 -0.7494  C2 1.829, C16 1.858
10 H -0.7857 -0.3797 1.3004  N1 1.009
11 H 0.0879 0.3697 -2.4100  C16 1.097
12 H 1.0617 0.2091 2.7823  C13 1.083
13 C 1.2110 0.7739 1.8701  C2 1.277, H6 1.137, H12 1.083
14 C -1.3264 0.1181 -0.6483  N1 1.547, H8 1.083, C16 1.499, H17 1.194
15 C 0.3799 -1.6214 0.0461  N1 1.449, H3 1.109, H5 1.105, H7 1.152
16 C -0.5049 0.8826 -1.6424  H4 1.120, S9 1.858, H11 1.097, C14 1.499
17 H -2.0194 -0.6414 -1.2562  C14 1.194

Properties
LUMO ... -0.11635 Ha
Multiplicity ... 1
Energy above the lowest of the compared OMol25 structures with the same formula, charge and spin ... 234.7 kJ/mol
HOMO-LUMO gap ... 9.88 eV
Total charge ... +1
Electronic energy ... -17663.8900 eV
SMILES string ... C=C1SCC[N@H+]1C

The highest multiplicity belongs to which entry? C10H19Cl2N5O8

Among the records above, which one has the lowest electronic energy? C10H19Cl2N5O8

Which value of electronic energy does entry 8 give? -17663.8900 eV

The highest electronic energy belongs to which entry? C6H10